Record 1
ORCA calculation (ωB97M-V with the def2-TZVPD basis set) on a structure of composition C14F10KN3O.

Last column: Mulliken charge in e.
Geometry (Å):
K (-0.83118, 0.86647, -0.65426)  0.963
N (-1.92362, 3.01891, -1.48573)  -0.435
C (-2.58181, 3.91503, -1.84897)  0.300
N (-3.28744, 4.86713, -2.36984)  -0.668
C (-3.90681, 5.86191, -1.79964)  0.476
N (-4.49094, 6.78675, -1.39306)  -0.603
F (3.78486, 0.61287, 5.55658)  -0.348
C (2.93510, 0.70162, 4.50582)  0.614
C (1.78150, 1.45807, 4.58516)  0.127
F (1.50746, 2.11383, 5.73166)  -0.322
C (0.91604, 1.54753, 3.51470)  0.511
F (-0.18935, 2.30374, 3.66141)  -0.345
C (1.12758, 0.89065, 2.27180)  -0.426
O (0.33957, 0.98248, 1.27440)  -0.803
C (2.32875, 0.12912, 2.25285)  0.523
F (2.64834, -0.52898, 1.12311)  -0.350
C (3.19679, 0.04019, 3.32056)  0.084
F (4.32083, -0.69777, 3.21880)  -0.324
F (-0.51656, -2.85299, -0.04048)  -0.327
C (-0.63614, -2.84447, -1.41030)  0.911
C (-0.95497, -1.68636, -2.06726)  -1.426
C (-1.04870, -1.83999, -3.42326)  0.796
F (-1.35579, -0.76241, -4.22513)  -0.324
C (-0.84653, -3.02405, -4.10918)  -0.094
F (-0.95345, -3.11526, -5.45627)  -0.334
C (-0.52439, -4.15690, -3.38837)  0.642
F (-0.31964, -5.33373, -4.01793)  -0.343
C (-0.41653, -4.06944, -2.01442)  -0.139
F (-0.10296, -5.18395, -1.31274)  -0.338

Values from the calculation:
Total energy (Eh): -2371.65295
Total charge: -2
Gap between HOMO and LUMO (Eh): 0.2653
LUMO energy (eV): 4.417
Molecular weight (u): 455.3

=====

Record 2
ORCA calculation (ωB97M-V with the def2-TZVPD basis set) on an isolated molecule of C14H10BrCl2F6NO6.

Last column: Mulliken charge in e.
Geometry (Å):
C (1.76420, 0.38122, 3.19618)  -1.451
C (1.95950, 0.38961, 1.67351)  -0.301
C (0.65259, 0.23849, 0.88832)  -0.574
Br (-0.35938, -1.24933, 1.62399)  -0.011
C (0.90394, 0.16567, -0.63228)  1.819
O (1.92904, -0.76878, -0.97347)  -0.220
C (1.78074, -2.06689, -0.68408)  0.427
O (2.33871, -2.67716, 0.15798)  -0.425
O (0.93720, -2.62938, -1.62994)  -0.270
C (0.58721, -3.86764, -1.38919)  0.560
N (0.24561, -4.94000, -1.15492)  -0.454
C (-0.26600, -0.11896, -1.70043)  -0.749
O (0.06402, 0.04944, -2.83428)  -0.473
C (-1.74002, -0.65646, -1.52572)  0.748
F (-2.22174, -0.79520, -2.76912)  -0.294
F (-1.75380, -1.88808, -0.98662)  -0.246
C (-2.73120, 0.29217, -0.78438)  0.540
F (-3.11645, 1.21795, -1.68240)  -0.338
F (-2.13031, 0.94424, 0.22674)  -0.175
C (-4.03071, -0.38575, -0.24940)  0.945
F (-4.51700, -1.20582, -1.19456)  -0.279
F (-4.91087, 0.61462, -0.05931)  -0.282
C (-3.88514, -1.11412, 1.10345)  0.095
O (-3.99511, -0.53264, 2.14072)  -0.521
O (-3.67028, -2.41907, 0.95320)  -0.403
C (1.37905, 1.56284, -1.04180)  -0.667
Cl (0.06624, 2.67311, -1.26882)  -0.149
C (2.61121, 2.05943, -1.17148)  0.656
C (2.89065, 3.48335, -1.54874)  -1.417
Cl (4.03802, 1.12065, -0.90539)  -0.149
H (1.78076, -0.62614, 3.59892)  0.345
H (0.82944, 0.87542, 3.46187)  0.323
H (2.56746, 0.96059, 3.64800)  0.454
H (2.66111, -0.38562, 1.37714)  0.294
H (2.36485, 1.36777, 1.41937)  0.217
H (0.07079, 1.13982, 1.06191)  0.909
H (-3.40936, -2.76343, 1.82215)  0.401
H (2.56388, 4.14159, -0.74234)  0.320
H (3.95103, 3.62751, -1.71860)  0.420
H (2.32484, 3.75290, -2.43880)  0.374

Values from the calculation:
Total energy (Eh): -5139.21702
Total charge: 0
Gap between HOMO and LUMO (Eh): 0.3515
LUMO energy (eV): -0.426
Molecular weight (u): 553.0

=====

Record 3
ORCA calculation (ωB97M-V with the def2-TZVPD basis set) on a structure of composition C14H10Cl5CsN3O7P2SSe.

Last column: Mulliken charge in e.
Geometry (Å):
Cs (0.25427, -0.37467, -0.74660)  1.179
C (-3.51092, -1.31905, 2.81147)  -1.765
C (-2.72105, -1.17087, 1.51589)  1.012
O (-1.54397, -0.38033, 1.79063)  -0.640
P (-2.13383, -2.79016, 0.89647)  0.856
O (-3.44358, -3.69289, 0.84154)  -0.603
O (-1.34623, -3.44531, 2.11087)  -0.532
O (-1.34233, -2.73866, -0.34736)  -0.764
P (-3.71652, -0.26495, 0.21725)  0.825
O (-4.52652, -1.51920, -0.50762)  -0.640
O (-4.75338, 0.57709, 0.86465)  -0.826
O (-2.68281, 0.27831, -0.70761)  -0.693
H (-2.88316, -1.77504, 3.57858)  0.433
H (-4.39660, -1.93844, 2.66409)  0.331
H (-3.83431, -0.33109, 3.13298)  0.392
H (-1.63077, 0.43535, 1.27545)  0.397
H (-4.06407, -3.23630, 0.24039)  0.474
H (-0.41791, -3.59950, 1.85577)  0.205
H (-5.46496, -1.32881, -0.39451)  0.298
Se (2.26336, 7.05718, -0.85348)  -0.354
N (1.27236, 6.46097, -2.22965)  -0.730
C (0.48717, 5.36269, -2.01173)  0.416
C (-0.91254, 5.46391, -2.11001)  -0.229
C (-1.72286, 4.35671, -1.98034)  -0.615
C (-1.13786, 3.11383, -1.75905)  -0.359
N (0.18059, 2.96832, -1.66422)  -0.272
C (0.95148, 4.04458, -1.78685)  0.080
N (2.31743, 3.80971, -1.73896)  0.009
H (-1.32044, 6.45152, -2.28723)  0.396
H (-2.80006, 4.44185, -2.04739)  0.389
H (-1.73875, 2.21518, -1.67161)  0.386
S (5.05782, 4.07825, -1.97980)  -0.439
C (3.47381, 3.96981, -1.84984)  0.392
Cl (3.99920, -0.15666, -0.72072)  -0.227
C (4.02246, -1.80939, -0.08515)  1.265
C (2.81922, -2.43923, 0.15015)  -1.215
C (2.93812, -3.71605, 0.63894)  0.577
Cl (1.45337, -4.66287, 0.95338)  -0.322
C (4.14120, -4.36770, 0.89811)  -0.649
Cl (4.21166, -5.98768, 1.52088)  -0.212
C (5.32573, -3.68136, 0.63928)  0.673
Cl (6.85515, -4.44252, 0.93655)  -0.227
C (5.27274, -2.38274, 0.13760)  -0.469
Cl (6.74830, -1.53377, -0.19116)  -0.203

Values from the calculation:
Total energy (Eh): -7034.19153
2S+1: 2
Total charge: -2
Gap between HOMO and LUMO (alpha / beta) (Eh): 0.2035 / 0.2069
LUMO energy (alpha / beta) (eV): 3.700 / 3.700
Molecular weight (u): 815.4

=====

Record 4
ORCA calculation (ωB97M-V with the def2-TZVPD basis set) on a structure of composition C14H10CoF7N2O4S2.

Last column: Mulliken charge in e.
Geometry (Å):
Co (-0.26684, -0.08891, 1.41752)  0.177
N (0.96349, -0.38723, -0.12406)  -0.186
C (2.16398, 0.39305, -0.04491)  0.359
C (3.39920, -0.22678, -0.13656)  -0.792
C (4.56843, 0.51243, -0.02468)  -0.584
C (4.48857, 1.88080, 0.17330)  -0.640
C (3.24678, 2.49420, 0.26953)  -0.852
C (2.05908, 1.77366, 0.16818)  1.064
C (0.73230, 2.43115, 0.31321)  1.050
C (0.56423, 3.74038, -0.14988)  -0.678
C (-0.64729, 4.39287, -0.00088)  -0.549
C (-1.70482, 3.73350, 0.61539)  -0.612
C (-1.54367, 2.43065, 1.06426)  -0.483
C (-0.33335, 1.74590, 0.92154)  -0.049
H (1.15970, -1.38304, -0.17420)  0.216
H (0.41477, -0.14170, -0.94529)  0.297
H (3.44278, -1.29876, -0.29483)  0.394
H (5.53013, 0.01980, -0.08815)  0.370
H (5.39091, 2.47104, 0.27255)  0.373
H (3.19435, 3.55791, 0.46445)  0.430
H (1.38258, 4.24546, -0.65211)  0.381
H (-0.76951, 5.40369, -0.37136)  0.366
H (-2.65845, 4.23486, 0.73802)  0.367
H (-2.37410, 1.92105, 1.53988)  0.425
F (-4.05325, -0.71872, -2.14286)  -0.218
C (-3.61969, -1.87869, -1.64651)  0.590
F (-2.70868, -2.37723, -2.48703)  -0.216
F (-4.64683, -2.72526, -1.59238)  -0.232
S (-2.90988, -1.59554, 0.03069)  1.094
O (-1.73919, -0.78651, -0.23020)  -0.555
O (-3.99630, -1.02483, 0.75607)  -0.669
N (-2.60414, -3.06279, 0.49874)  -0.617
S (-1.20284, -3.70833, 0.78465)  1.108
O (-0.12675, -2.78584, 1.06297)  -0.646
O (-1.36362, -4.85223, 1.62310)  -0.675
C (-0.68643, -4.42583, -0.83698)  0.663
F (-1.66894, -5.12507, -1.40398)  -0.246
F (-0.30692, -3.46420, -1.68795)  -0.210
F (0.35802, -5.24080, -0.65154)  -0.240
F (-1.12781, -0.08412, 2.97230)  -0.776

Values from the calculation:
Total energy (Eh): -3828.27787
2S+1: 2
Total charge: -1
Gap between HOMO and LUMO (alpha / beta) (Eh): 0.3057 / 0.2967
LUMO energy (alpha / beta) (eV): 2.801 / 2.798
Molecular weight (u): 526.3

=====

Record 5
ORCA calculation (ωB97M-V with the def2-TZVPD basis set) on a structure of composition C14H10F5MgNO.

Last column: Mulliken charge in e.
Geometry (Å):
C (0.99811, -1.46282, -2.74378)  -0.317
C (-0.39931, -1.39788, -3.01141)  -0.292
C (-1.07865, -2.14615, -2.00000)  -0.547
C (-0.09844, -2.67058, -1.10548)  -0.640
C (1.19006, -2.21858, -1.54103)  -0.647
Mg (-0.03039, -0.42394, -0.80395)  0.373
C (-1.14426, 1.45587, -1.81991)  -1.135
C (0.25514, 1.81025, -2.09190)  0.901
C (0.66161, 2.56767, -3.21708)  -1.143
N (1.11194, 1.22423, -1.23035)  -0.365
H (-2.14464, -2.38145, -1.99045)  0.350
H (-0.86077, -0.94015, -3.88927)  0.348
H (-0.28261, -3.37539, -0.29383)  0.353
H (2.14599, -2.50574, -1.10400)  0.398
H (1.78511, -1.07947, -3.39412)  0.293
H (-1.80407, 1.37146, -2.67504)  0.261
H (2.06680, 1.58252, -1.23160)  0.046
H (-1.57536, 1.83525, -0.88012)  0.025
H (-0.10512, 3.01341, -3.84063)  0.298
H (1.71398, 2.66304, -3.46900)  0.251
F (-0.08863, 1.23476, 6.08359)  -0.352
C (-0.11120, 0.75043, 4.82712)  0.485
C (-0.25060, 1.62263, 3.74786)  0.000
F (-0.27722, 2.95540, 3.96652)  -0.329
C (-0.37612, 1.13814, 2.46546)  0.249
F (-0.51033, 2.01649, 1.43879)  -0.243
C (-0.34771, -0.25839, 2.19486)  0.596
O (-0.54362, -0.74127, 1.01718)  -0.804
C (-0.11036, -1.11533, 3.30546)  0.078
F (0.06409, -2.43265, 3.06039)  -0.330
C (-0.02272, -0.62540, 4.59343)  0.177
F (0.16934, -1.46638, 5.63229)  -0.335

Values from the calculation:
Total energy (Eh): -1368.85544
Total charge: -2
Gap between HOMO and LUMO (Eh): 0.1369
LUMO energy (eV): 4.912
Molecular weight (u): 327.5

=====

Record 6
ORCA calculation (ωB97M-V with the def2-TZVPD basis set) on a structure of composition C14H10F5NPbS.

Last column: Mulliken charge in e.
Geometry (Å):
C (0.26763, -1.31033, -2.86880)  -0.480
C (-1.08145, -1.42006, -2.34152)  -0.616
C (-1.00800, -2.07893, -1.05000)  -0.685
C (0.38960, -2.37627, -0.77940)  -0.446
C (1.17815, -1.89718, -1.90411)  -0.551
Pb (0.10562, -0.03494, -0.72657)  0.856
C (-0.81060, 1.69517, -1.84767)  -1.001
C (0.61614, 1.90235, -2.30403)  1.010
C (0.95684, 2.47354, -3.51383)  -1.249
N (1.54739, 1.42858, -1.46380)  -0.435
H (-1.83691, -2.27122, -0.38416)  0.536
H (-1.97941, -1.03664, -2.81128)  0.489
H (0.77676, -2.83240, 0.11925)  0.656
H (2.25711, -1.94781, -1.99239)  0.446
H (0.55158, -0.80599, -3.78705)  0.449
H (-1.57306, 1.62333, -2.60431)  0.332
H (2.55776, 1.44910, -1.62898)  0.146
H (-1.05973, 2.26202, -0.95159)  0.360
H (0.18396, 2.88909, -4.13630)  0.286
H (1.99549, 2.54201, -3.79401)  0.274
F (-2.17385, 0.19877, 5.47107)  -0.289
C (-1.29184, 0.09224, 4.45849)  0.585
C (-0.86569, 1.24124, 3.77744)  0.068
F (-1.34054, 2.45299, 4.13596)  -0.282
C (0.05212, 1.12431, 2.74068)  0.333
F (0.47351, 2.24389, 2.08532)  -0.338
C (0.57884, -0.13196, 2.34464)  0.138
S (1.79222, -0.27514, 1.13251)  -0.338
C (0.12244, -1.26870, 3.05701)  0.243
F (0.61394, -2.49449, 2.71607)  -0.349
C (-0.79558, -1.16649, 4.09388)  0.135
F (-1.20045, -2.27008, 4.75749)  -0.285

Values from the calculation:
Total energy (Eh): -1684.36163
Total charge: 0
Gap between HOMO and LUMO (alpha / beta) (Eh): 0.2198 / 0.2198
LUMO energy (alpha / beta) (eV): -1.563 / -1.563
Molecular weight (u): 526.5

=====

Record 7
ORCA calculation (ωB97M-V with the def2-TZVPD basis set) on the ion C14H10N3O2 with charge -1.

Last column: Mulliken charge in e.
Geometry (Å):
C (0.80572, -1.10252, 0.98872)  0.305
C (1.76858, -0.10880, 1.52541)  0.724
C (3.10477, -0.59653, 1.70112)  -0.333
N (4.18303, -1.08672, 1.84749)  -0.806
C (1.55095, 1.05945, 2.40538)  -0.122
N (1.59678, 2.03160, 3.12438)  -0.789
C (-0.61410, -0.69912, 1.51822)  0.497
C (-1.05426, 0.59560, 1.23603)  -0.285
C (-2.37934, 0.97595, 1.54189)  -0.651
C (-3.17972, 0.15666, 2.33756)  -0.307
C (-2.68545, -1.08178, 2.74967)  -0.480
C (-1.37241, -1.50298, 2.42805)  -0.697
H (1.04378, -2.16049, 1.39816)  0.338
H (-0.36863, 1.28189, 0.66006)  0.280
H (-2.77297, 1.86716, 1.03801)  0.294
H (-4.20671, 0.46943, 2.55141)  0.329
H (-3.39360, -1.76890, 3.21431)  0.321
H (-1.02386, -2.44758, 2.85901)  0.329
C (1.23555, -1.98153, -2.71230)  -0.451
C (1.64894, -0.56850, -2.65881)  -0.521
C (1.39731, -0.09482, -1.22441)  0.351
O (1.52024, 1.02829, -0.84140)  -0.576
N (1.00264, -1.22482, -0.48744)  0.404
C (0.87403, -2.39558, -1.28791)  0.382
O (0.57672, -3.50480, -0.96223)  -0.601
H (0.39636, -2.12030, -3.38875)  0.255
H (2.03672, -2.58755, -3.12771)  0.279
H (2.70004, -0.44813, -2.93910)  0.251
H (1.08868, 0.07201, -3.33805)  0.280

Values from the calculation:
Total energy (Eh): -854.27803
Total charge: -1
Gap between HOMO and LUMO (Eh): 0.2368
LUMO energy (eV): 3.059
Molecular weight (u): 252.3

=====

Record 8
ORCA calculation (ωB97M-V with the def2-TZVPD basis set) on a structure of composition C14H10N5O4S3W.

Last column: Mulliken charge in e.
Geometry (Å):
W (-0.77435, -0.46855, 0.79291)  1.290
O (2.84751, 0.17737, -1.35742)  -0.426
C (1.73020, 0.27972, -0.69270)  0.457
O (1.02691, -0.69225, -0.38465)  -0.642
C (1.27530, 1.60791, -0.28140)  0.594
C (1.87208, 2.84293, -0.48876)  -0.655
C (1.22989, 3.96382, 0.01495)  -0.357
C (0.02469, 3.82380, 0.70213)  -0.667
C (-0.49051, 2.55514, 0.86684)  0.791
N (0.12558, 1.48059, 0.38417)  -0.082
C (-1.76045, 2.18337, 1.57399)  0.198
O (-2.54176, 2.93458, 2.04980)  -0.492
O (-1.91363, 0.82366, 1.57533)  -0.775
H (3.05039, -0.75414, -1.54751)  0.400
H (2.80708, 2.91328, -1.02634)  0.539
H (1.66298, 4.94435, -0.12353)  0.465
H (-0.50732, 4.67284, 1.10886)  0.513
S (0.60311, -1.17594, 2.56772)  -0.393
C (-0.50744, -2.50515, 2.86118)  0.488
S (-1.70984, -2.46789, 1.57441)  -0.221
C (-0.44913, -3.41389, 3.85222)  0.663
C (0.58509, -3.35872, 4.84110)  -0.215
N (1.41400, -3.31374, 5.63472)  -0.383
C (-1.42688, -4.45970, 3.91722)  -0.100
N (-2.21401, -5.29462, 3.97143)  -0.404
S (-1.75247, -0.72979, -1.41481)  -0.453
C (-3.00103, -1.92016, -1.17735)  0.012
N (-3.00083, -3.11835, -1.72755)  -0.027
C (-4.18456, -3.90281, -1.35040)  -0.435
C (-4.86273, -2.98533, -0.30797)  -0.371
N (-4.07620, -1.75074, -0.42923)  0.045
H (-2.25754, -3.44084, -2.32336)  0.185
H (-3.88748, -4.85828, -0.92534)  0.290
H (-4.81330, -4.07781, -2.22170)  0.331
H (-4.78152, -3.38063, 0.70387)  0.265
H (-5.90787, -2.79809, -0.53982)  0.322
H (-4.21024, -0.92993, 0.13875)  0.253

Values from the calculation:
Total energy (Eh): -2375.79123
Total charge: +1
Gap between HOMO and LUMO (Eh): 0.2515
LUMO energy (eV): -4.543
Molecular weight (u): 592.3